Density functional theory data (ωB97M-V/def2-TZVPD) for C81H67AsCl3NO4P3Ti as an isolated structure at a distorted geometry.

```
161
Properties=species:S:1:pos:R:3
Ti 0.57 -0.33 0.28
O -1.87 -1.54 -1.33
C -1.97 -2.87 -0.83
C -0.86 -2.96 0.22
O -0.62 -3.94 0.89
O -0.19 -1.85 0.32
C -3.33 -3.13 -0.19
C -4.47 -2.64 -0.81
C -5.72 -2.85 -0.26
C -5.86 -3.57 0.91
C -4.73 -4.09 1.52
C -3.48 -3.87 0.98
C -1.67 -3.89 -1.93
C -1.88 -5.24 -1.70
C -1.66 -6.15 -2.71
C -1.25 -5.73 -3.97
C -1.02 -4.38 -4.19
C -1.21 -3.46 -3.17
H -2.42 -1.52 -2.12
H -4.41 -2.10 -1.75
H -6.60 -2.45 -0.76
H -6.84 -3.76 1.33
H -4.82 -4.67 2.43
H -2.61 -4.28 1.48
H -2.23 -5.57 -0.73
H -1.82 -7.20 -2.53
H -1.11 -6.44 -4.77
H -0.70 -4.04 -5.16
H -0.99 -2.42 -3.36
C 5.48 -0.77 5.63
C 6.01 -0.58 4.20
C 7.55 -0.51 4.23
C 5.54 -1.75 3.35
C 6.19 -2.98 3.28
C 5.71 -4.01 2.50
C 4.54 -3.87 1.77
C 3.85 -2.67 1.84
P 2.23 -2.22 1.13
C 1.22 -2.45 2.64
C 1.27 -3.58 3.45
C 0.42 -3.68 4.54
C -0.46 -2.66 4.85
C -0.47 -1.50 4.08
C 0.37 -1.40 2.99
C 1.98 -3.56 -0.08
C 1.85 -4.92 0.21
C 1.71 -5.83 -0.81
C 1.72 -5.42 -2.13
C 1.85 -4.07 -2.44
C 1.96 -3.15 -1.42
C 4.37 -1.64 2.62
O 3.61 -0.50 2.56
C 4.28 0.66 2.85
C 3.75 1.79 2.24
C 4.34 3.03 2.47
C 5.42 3.11 3.33
C 5.95 1.96 3.90
C 5.42 0.70 3.64
P 2.40 1.55 1.01
C 1.63 3.17 1.24
C 1.23 3.99 0.26
C -0.20 5.19 1.95
C 0.94 5.70 2.81
C 1.69 4.69 3.21
C 1.13 3.40 2.66
C 3.54 1.58 -0.43
C 3.98 0.35 -0.91
C 4.96 0.28 -1.88
C 5.52 1.45 -2.38
C 5.08 2.68 -1.91
C 4.10 2.75 -0.94
H 5.85 -1.71 6.05
H 4.39 -0.79 5.64
H 5.82 0.05 6.27
H 7.96 -1.42 4.67
H 7.89 0.32 4.83
H 7.94 -0.40 3.22
H 7.09 -3.14 3.85
H 6.25 -4.94 2.46
H 4.18 -4.68 1.14
H 1.97 -4.37 3.23
H 0.45 -4.57 5.16
H -1.13 -2.75 5.69
H -1.14 -0.69 4.34
H 0.39 -0.46 2.38
H 1.81 -5.25 1.24
H 1.60 -6.88 -0.58
H 1.61 -6.14 -2.93
H 1.85 -3.74 -3.46
H 2.03 -2.08 -1.65
H 3.97 3.91 1.97
H 5.86 4.07 3.55
H 6.81 2.06 4.55
H 1.51 3.82 -0.77
H -1.11 5.79 2.02
H 1.11 6.75 2.97
H 2.58 4.73 3.82
H 1.32 2.52 3.29
H 3.57 -0.58 -0.50
H 5.30 -0.68 -2.24
H 6.31 1.40 -3.11
H 5.51 3.59 -2.29
H 3.78 3.71 -0.57
Cl 2.85 0.88 -4.66
C 1.28 1.23 -3.86
Cl 1.13 3.01 -3.63
Cl -0.07 0.64 -4.88
C 1.18 0.64 -2.58
N 0.96 0.25 -1.50
C -2.59 1.56 -1.95
C -3.20 0.51 -2.84
As -4.42 1.17 -4.31
C -5.62 2.33 -3.27
C -6.13 1.93 -2.04
C -7.09 2.68 -1.40
C -7.57 3.84 -1.98
C -7.10 4.24 -3.22
C -6.13 3.48 -3.86
C -3.19 2.50 -5.06
C -2.55 2.15 -6.24
C -1.68 3.02 -6.87
C -1.44 4.27 -6.31
C -2.08 4.63 -5.14
C -2.94 3.76 -4.51
P -1.75 1.06 -0.35
C -1.43 2.75 0.35
C -1.63 3.94 -0.45
C -0.86 5.03 -0.42
C 0.31 5.16 0.49
C -0.36 3.76 2.47
C -0.96 2.71 1.61
C -3.13 0.56 0.76
C -4.32 1.28 0.84
C -5.32 0.87 1.70
C -5.14 -0.24 2.51
C -3.94 -0.93 2.47
C -2.94 -0.53 1.60
H -3.40 2.23 -1.64
H -1.85 2.15 -2.50
H -3.81 -0.17 -2.25
H -2.42 -0.05 -3.37
H -5.79 1.00 -1.59
H -7.49 2.35 -0.45
H -8.33 4.43 -1.48
H -7.49 5.12 -3.69
H -5.77 3.78 -4.84
H -2.76 1.17 -6.68
H -1.21 2.74 -7.80
H -0.78 4.96 -6.81
H -1.91 5.62 -4.72
H -3.46 4.06 -3.61
H -2.47 3.95 -1.12
H -1.10 5.88 -1.05
H 0.84 6.09 0.27
H -0.87 3.79 3.44
H -0.91 1.71 2.07
H -4.46 2.18 0.25
H -6.24 1.43 1.75
H -5.93 -0.56 3.17
H -3.78 -1.78 3.11
H -2.00 -1.07 1.58
```

2S+1: 2
HOMO energy (spin up / spin down) (eV): -12.204 / -12.203
Charge: +2
ΔE to the lowest compared entry with this formula, charge and spin (kcal/mol): 58.2
HOMO-LUMO gap (spin up / spin down) (eV): 5.9302 / 6.0907

Density functional theory data (ωB97M-V/def2-TZVPD) for a 9-piece molecular cluster, C82H184F6N4O6P3 overall at a distorted geometry.

```
285
Properties=species:S:1:pos:R:3
C -2.44 2.42 11.92
C -2.35 1.44 10.73
C -2.76 2.21 9.48
N -2.75 1.37 8.18
C -1.59 0.42 8.03
C -2.88 2.31 7.01
C -4.10 1.89 6.18
C -5.01 1.32 7.25
C -4.02 0.48 8.10
H -1.97 3.39 11.77
H -1.96 2.05 12.82
H -3.50 2.61 12.09
H -3.07 0.61 10.91
H -1.33 1.13 10.60
H -2.04 3.00 9.33
H -3.79 2.56 9.71
H -1.78 0.14 7.01
H -1.59 -0.41 8.77
H -0.64 0.97 8.05
H -1.95 2.15 6.43
H -2.95 3.35 7.36
H -3.85 1.05 5.50
H -4.48 2.78 5.67
H -5.78 0.64 6.84
H -5.40 2.12 7.93
H -3.70 -0.45 7.62
H -4.35 0.32 9.13
C -12.36 -4.70 -2.04
C -10.86 -4.89 -2.17
C -10.11 -5.23 -0.87
N -8.64 -5.42 -1.15
C -8.45 -6.78 -1.77
C -7.78 -5.28 0.13
C -7.80 -3.76 0.38
C -8.01 -3.19 -1.08
C -7.99 -4.45 -1.96
H -12.62 -3.65 -1.79
H -12.88 -5.29 -1.28
H -12.71 -4.99 -3.02
H -10.43 -4.00 -2.62
H -10.67 -5.68 -2.87
H -10.45 -6.25 -0.56
H -10.29 -4.52 -0.05
H -8.94 -6.76 -2.75
H -8.93 -7.55 -1.14
H -7.40 -6.93 -1.82
H -6.82 -5.59 -0.28
H -8.10 -6.02 0.89
H -6.80 -3.53 0.81
H -8.54 -3.50 1.09
H -7.22 -2.50 -1.33
H -9.02 -2.68 -1.10
H -6.95 -4.75 -2.06
H -8.46 -4.29 -2.91
C 2.17 -7.83 7.61
N 0.95 -7.20 7.12
C 0.38 -8.08 6.09
C -0.05 -7.00 8.13
C 1.27 -5.90 6.47
C 2.03 -4.89 7.31
O 1.20 -4.52 8.42
H 2.36 -7.46 8.61
H 3.05 -7.54 7.03
H 2.03 -8.92 7.73
H 1.16 -8.18 5.36
H -0.46 -7.66 5.58
H 0.13 -9.03 6.58
H -0.93 -6.43 7.78
H 0.36 -6.41 8.92
H -0.28 -8.04 8.50
H 0.34 -5.48 6.11
H 1.83 -6.22 5.59
H 2.06 -4.10 6.61
H 3.07 -5.20 7.58
H 1.68 -3.90 8.94
C -1.94 -1.42 2.00
N -1.62 -0.22 1.18
C -0.88 -0.85 0.01
C -2.80 0.51 0.58
C -0.75 0.73 1.97
C -1.41 1.49 3.12
O -1.55 0.78 4.33
H -2.68 -1.10 2.70
H -1.06 -1.72 2.62
H -2.38 -2.16 1.32
H -0.68 -0.06 -0.73
H -1.47 -1.65 -0.45
H 0.06 -1.26 0.34
H -3.33 -0.27 0.01
H -2.47 1.28 -0.09
H -3.44 0.81 1.41
H -0.38 1.45 1.27
H 0.02 0.15 2.51
H -2.41 1.88 2.87
H -0.83 2.41 3.19
H -0.68 0.27 4.43
C 1.32 4.94 -13.20
C 0.54 3.86 -12.52
C 0.10 4.18 -11.14
C -0.38 3.00 -10.30
P -0.79 3.24 -8.60
C -2.48 3.89 -8.44
C -2.67 5.31 -9.03
C -4.15 5.54 -9.38
C -4.50 5.13 -10.80
C -0.63 1.60 -7.78
C -0.71 1.85 -6.28
C -0.56 0.51 -5.58
C -0.88 0.56 -4.09
C 0.36 4.39 -7.95
C 1.85 4.06 -7.89
C 2.65 5.12 -7.11
C 2.22 6.51 -7.55
H 0.81 5.93 -13.20
H 1.55 4.72 -14.20
H 2.28 5.21 -12.68
H 1.29 3.08 -12.46
H -0.32 3.50 -13.07
H -0.62 4.96 -11.15
H 0.94 4.75 -10.68
H 0.50 2.26 -10.30
H -1.14 2.41 -10.80
H -2.90 3.91 -7.45
H -3.08 3.22 -9.08
H -2.13 5.48 -9.96
H -2.32 6.07 -8.31
H -4.39 6.64 -9.27
H -4.79 5.04 -8.63
H -5.58 5.25 -10.82
H -4.21 4.11 -11.02
H -4.02 5.73 -11.54
H 0.35 1.16 -8.03
H -1.39 0.96 -8.16
H -1.70 2.22 -6.05
H 0.00 2.52 -5.87
H 0.47 0.12 -5.72
H -1.30 -0.23 -5.96
H -1.86 1.06 -3.88
H -0.03 0.97 -3.51
H -1.06 -0.45 -3.73
H -0.02 4.71 -6.94
H 0.32 5.31 -8.46
H 2.17 4.08 -8.92
H 2.10 3.04 -7.52
H 3.72 5.08 -7.30
H 2.67 5.00 -6.02
H 1.22 6.83 -7.23
H 2.25 6.59 -8.65
H 2.91 7.26 -7.12
C 3.87 8.03 5.92
C 3.09 7.23 4.95
C 2.13 8.01 4.10
C 1.45 7.04 3.08
P 0.36 7.76 1.82
C -0.89 8.70 2.68
C -1.53 8.11 3.98
C -2.40 6.91 3.71
C -3.09 6.47 5.05
C 1.29 8.72 0.72
C 0.56 9.54 -0.36
C 1.52 10.07 -1.42
C 2.86 10.65 -0.92
C -0.48 6.42 0.76
C 0.30 5.75 -0.43
C -0.61 5.01 -1.44
C 0.15 4.44 -2.64
H 4.20 7.45 6.85
H 3.19 8.77 6.38
H 4.72 8.54 5.45
H 2.46 6.46 5.45
H 3.80 6.68 4.30
H 2.66 8.80 3.54
H 1.35 8.41 4.77
H 0.75 6.36 3.58
H 2.22 6.40 2.58
H -1.69 9.01 2.01
H -0.40 9.61 3.01
H -2.10 8.86 4.48
H -0.69 7.72 4.46
H -1.80 6.05 3.31
H -3.20 7.13 3.00
H -2.26 6.19 5.75
H -3.62 5.54 4.97
H -3.59 7.30 5.55
H 2.01 8.03 0.33
H 1.94 9.41 1.26
H 0.00 10.33 0.16
H -0.27 9.00 -0.84
H 0.92 10.89 -1.93
H 1.70 9.27 -2.11
H 2.72 11.43 -0.15
H 3.33 11.22 -1.77
H 3.60 9.85 -0.62
H -1.45 6.68 0.32
H -0.72 5.58 1.40
H 1.04 5.04 0.00
H 0.85 6.54 -0.92
H -1.34 5.73 -1.82
H -1.16 4.24 -0.89
H 0.64 5.18 -3.24
H -0.59 3.95 -3.29
H 0.94 3.65 -2.33
C 7.28 -1.38 0.50
C 7.41 -1.47 -1.01
C 7.72 -2.93 -1.41
C 6.71 -3.98 -0.91
P 7.04 -5.65 -1.53
C 8.75 -6.10 -1.15
C 9.18 -7.48 -1.60
C 10.41 -8.00 -0.92
C 11.79 -7.48 -1.48
C 6.01 -6.74 -0.57
C 4.51 -6.36 -0.46
C 3.71 -7.24 0.58
C 2.22 -7.22 0.31
C 6.68 -5.75 -3.35
C 5.89 -6.97 -3.97
C 4.53 -6.48 -4.37
C 3.71 -7.51 -5.10
H 7.21 -0.39 0.85
H 8.15 -1.86 1.03
H 6.38 -1.98 0.80
H 8.15 -0.77 -1.41
H 6.46 -1.27 -1.53
H 8.72 -3.21 -1.05
H 7.76 -2.85 -2.54
H 5.71 -3.67 -1.12
H 6.79 -4.13 0.17
H 8.85 -5.95 -0.08
H 9.35 -5.30 -1.53
H 9.45 -7.48 -2.70
H 8.34 -8.19 -1.46
H 10.41 -9.13 -1.03
H 10.35 -7.79 0.15
H 11.89 -7.80 -2.49
H 12.51 -7.98 -0.84
H 11.98 -6.39 -1.34
H 6.44 -6.74 0.47
H 6.19 -7.79 -0.81
H 3.94 -6.47 -1.42
H 4.49 -5.33 -0.13
H 4.11 -7.04 1.52
H 4.10 -8.31 0.48
H 1.66 -7.85 0.96
H 2.02 -7.58 -0.69
H 1.78 -6.19 0.28
H 7.62 -5.63 -3.78
H 6.20 -4.82 -3.54
H 5.77 -7.74 -3.19
H 6.37 -7.51 -4.79
H 4.69 -5.53 -4.94
H 4.01 -6.19 -3.42
H 3.43 -8.26 -4.33
H 4.29 -8.04 -5.83
H 2.83 -7.06 -5.54
C 1.73 -0.44 4.38
O 1.89 0.90 3.81
O 0.43 -0.78 4.48
C 2.44 -1.42 3.41
F 2.55 -2.74 3.75
F 1.91 -1.48 2.17
F 3.77 -1.01 3.21
C 2.64 1.87 4.43
C 2.36 3.28 3.87
H 3.22 3.94 4.17
H 2.27 3.26 2.79
H 1.49 3.76 4.39
H 3.73 1.72 4.28
H 2.54 1.70 5.49
H 2.46 -0.41 5.20
C -3.39 -3.87 -0.91
O -4.05 -5.16 -0.48
O -3.68 -2.77 -0.11
C -1.94 -4.26 -0.87
F -1.72 -5.56 -1.01
F -1.31 -3.63 -1.77
F -1.46 -3.95 0.37
C -3.98 -5.35 0.95
C -4.41 -6.76 1.23
H -3.91 -7.46 0.61
H -4.00 -6.97 2.25
H -5.44 -6.82 1.27
H -4.52 -4.56 1.48
H -2.91 -5.29 1.37
H -3.78 -3.90 -1.95
```

2S+1: 1
HOMO energy (eV): -14.358
Charge: +5
HOMO-LUMO gap (eV): 7.5315